Entry 1:
Here is a 2-piece molecular cluster, C5H15N3 overall at a distorted geometry from the Open Molecules 2025 dataset. Energies are from ωB97M-V/def2-TZVPD.

XYZ file:
```
23
Properties=species:S:1:pos:R:3:nbo_charge:R:1
N -1.41713 1.20564 -1.30921 -0.840
N -0.97499 -1.53383 -0.95509 -0.851
N 2.31907 -1.49715 -0.53408 -0.815
C 2.35802 -0.61146 0.52927 0.012
C -1.16136 -0.74323 0.25714 -0.235
C 2.30366 0.72114 0.40701 -0.545
C -0.94600 0.75258 -0.01872 -0.080
C -1.55107 1.60589 1.08885 -0.611
H 2.46803 -1.08060 1.49949 0.189
H 2.40518 1.35359 1.26971 0.212
H 0.18096 0.90245 -0.00951 0.214
H 2.47696 -1.08506 -1.44061 0.379
H 2.76706 -2.38759 -0.39836 0.378
H 2.36754 1.19684 -0.55896 0.197
H -2.63205 1.47148 1.12870 0.192
H -2.43102 1.17440 -1.35635 0.340
H -1.12992 1.33090 2.05260 0.207
H -2.15321 -0.90045 0.71029 0.160
H -0.63817 -2.46220 -0.73057 0.364
H -1.34249 2.65562 0.90004 0.219
H -1.04737 0.61296 -2.04428 0.369
H -0.37386 -1.04765 0.97615 0.194
H -1.84782 -1.63426 -1.46349 0.352
```

strongest force on any atom: 1.52 eV/Å
SMILES: C[C@H](N)CN.C=CN
ΔE to the lowest compared entry with this formula, charge and spin: 132.0 kJ/mol


Entry 2:
Here is C5H15N3 as an isolated structure at a distorted geometry from the Open Molecules 2025 dataset. Energies are from ωB97M-V/def2-TZVPD.

XYZ file:
```
23
Properties=species:S:1:pos:R:3:nbo_charge:R:1
N -0.71009 0.08559 1.80732 -0.837
N -0.36582 1.64912 0.14165 -0.848
N 1.66515 0.40358 -1.64034 -0.884
C 2.20996 -0.52073 0.55420 -0.640
C -2.79262 -0.01802 -0.03780 -0.814
C 1.37141 -0.67238 -0.69156 -0.066
C -0.56422 -0.69533 -0.49118 -0.382
C -0.77502 0.37911 0.45943 0.443
H -1.28506 -0.70108 2.07527 0.386
H -0.79010 -0.47114 -1.52506 0.216
H 2.08202 0.46228 1.02076 0.203
H -3.17220 -0.81278 0.61235 0.170
H 3.28788 -0.61837 0.34125 0.196
H 1.95956 -1.28444 1.29430 0.222
H 2.67051 0.54153 -1.75688 0.358
H 0.10928 1.70336 -0.76860 0.415
H 0.20623 2.11660 0.83268 0.377
H 1.30573 0.17268 -2.56228 0.359
H -3.21295 0.94037 0.27915 0.189
H -0.76790 -1.70024 -0.14866 0.224
H -0.84818 0.87972 2.41753 0.375
H -3.12330 -0.18538 -1.06538 0.185
H 1.53975 -1.65403 -1.14815 0.155
```

strongest force on any atom: 6.06 eV/Å
ΔE to the lowest compared entry with this formula, charge and spin: 364.0 kJ/mol


Entry 3:
Here is a 2-piece molecular cluster, C5H15N3 overall at a distorted geometry from the Open Molecules 2025 dataset. Energies are from ωB97M-V/def2-TZVPD.

XYZ file:
```
23
Properties=species:S:1:pos:R:3:nbo_charge:R:1
N -0.45354 -0.13301 -1.74183 -0.403
N 1.39775 -0.81467 1.79681 -0.258
N -0.05106 2.58214 2.06195 -0.784
C 0.59918 0.27635 2.30831 -0.290
C -0.88440 -1.50288 -1.48133 -0.251
C -2.09028 -1.80816 -2.37160 -0.615
C 0.66398 0.00969 -2.31097 -0.068
C 0.86592 1.56782 1.55023 -0.232
H -0.09293 -2.24448 -1.64854 0.169
H -0.47170 0.03146 2.18751 0.302
H 0.80246 1.38499 0.47034 0.197
H 1.08790 1.00027 -2.45096 0.183
H -2.73505 -0.93516 -2.41449 0.229
H 1.26420 -0.83753 -2.66573 0.151
H -0.97851 2.35380 1.72582 0.362
H 1.41127 -1.64493 2.39970 0.417
H 0.80615 0.40242 3.37026 0.258
H -2.69639 -2.63924 -2.00312 0.223
H 0.17773 3.45105 1.59782 0.385
H 1.18648 -1.09235 0.82950 0.415
H -1.73495 -2.13202 -3.34574 0.221
H 1.89448 1.90062 1.70111 0.221
H -1.14294 -1.57085 -0.41509 0.170
```

net charge: +1
strongest force on any atom: 3.01 eV/Å
spin multiplicity: 2
<S²>: 0.75
ΔE to the lowest compared entry with this formula, charge and spin: 187.3 kJ/mol


Entry 4:
Here is an isolated ion of composition C5H15N3 and charge +2 from the Open Molecules 2025 dataset. Energies are from ωB97M-V/def2-TZVPD.

XYZ file:
```
23
Properties=species:S:1:pos:R:3:nbo_charge:R:1
N -2.21927 -0.55341 0.31858 -0.765
N 2.20704 0.31290 -0.49760 -0.671
N -1.73928 1.58596 2.24701 -0.675
C 1.54709 -1.81337 -1.49893 -0.662
C -0.88511 1.26919 1.07328 -0.255
C -1.17557 0.28863 0.21206 0.253
C -0.24791 -0.01209 -0.94861 -0.476
C 1.06994 -0.69905 -0.58255 -0.031
H -1.66049 2.58925 2.42926 0.465
H 2.30324 0.82961 -1.37507 0.447
H -1.43867 1.07201 3.08322 0.451
H 3.10944 -0.14534 -0.35511 0.459
H 2.26509 -1.48843 -2.24919 0.237
H -2.42097 -1.24642 -0.39129 0.431
H 1.04115 -1.10616 0.42071 0.233
H 2.04002 0.96670 0.27646 0.441
H -0.07511 0.90271 -1.52790 0.256
H -0.10444 1.99837 0.94764 0.221
H 0.76047 -2.31932 -2.07047 0.264
H 1.98874 -2.61140 -0.91265 0.259
H -2.91666 -0.54984 1.04335 0.404
H -0.72388 -0.62561 -1.70687 0.269
H -2.72486 1.35510 2.06467 0.444
```

net charge: +2
strongest force on any atom: 0.90 eV/Å
SMILES: C[C@@H]([NH3+])C/C(N)=C/[NH3+]
ΔE to the lowest compared entry with this formula, charge and spin: 137.5 kJ/mol


Entry 5:
Here is an isolated ion of composition C5H15N3 and charge +2 at a distorted geometry from the Open Molecules 2025 dataset. Energies are from ωB97M-V/def2-TZVPD.

XYZ file:
```
23
Properties=species:S:1:pos:R:3:nbo_charge:R:1
N -1.59468 -0.27936 -1.39372 -0.701
N 0.52221 -1.20847 -1.15043 -0.491
N -0.30375 0.47875 0.45899 -0.234
C 1.78718 -1.73091 -0.61360 -0.440
C -0.46862 -0.45433 -0.72100 0.722
C -0.18465 -0.24988 1.81018 -0.344
C -1.47194 1.50303 0.52880 -0.396
C 0.90190 1.34887 0.10810 -0.422
H 0.50257 -0.96830 1.69645 0.218
H -2.20129 1.12456 1.09070 0.237
H 1.76864 0.68781 0.22960 0.234
H -1.71799 -0.99357 -2.09163 0.451
H 2.33098 -1.87944 -1.56120 0.268
H -1.62744 1.75804 -0.53146 0.242
H 1.80638 -2.68552 -0.06391 0.271
H -1.14181 -0.70337 1.93584 0.240
H 0.96328 2.24251 0.53520 0.258
H 0.90006 1.75665 -0.93477 0.266
H -1.19090 2.34848 1.00196 0.262
H 0.14192 0.45908 2.45556 0.250
H 0.33568 -1.59765 -2.02340 0.435
H -2.31856 0.16888 -0.85904 0.452
H 2.26082 -1.12586 0.09278 0.224
```

net charge: +2
strongest force on any atom: 5.09 eV/Å
SMILES: C/[NH+]=C(/N)[N+](C)(C)C
ΔE to the lowest compared entry with this formula, charge and spin: 444.4 kJ/mol


Entry 6:
Here is an isolated ion of composition C5H15N3 and charge +2 at a distorted geometry from the Open Molecules 2025 dataset. Energies are from ωB97M-V/def2-TZVPD.

XYZ file:
```
23
Properties=species:S:1:pos:R:3:nbo_charge:R:1
N -0.26127 2.24260 -1.40928 -0.679
N 0.32915 -0.60372 1.85879 -0.522
N 0.52719 -2.48067 3.22835 -0.682
C 0.29253 -0.12593 -0.61867 -0.463
C -1.30820 0.33317 -2.51930 -0.634
C 0.89419 0.18561 0.75397 -0.224
C -0.76574 0.81519 -1.18264 -0.040
C 0.90192 -1.71303 2.24577 0.401
H -0.51495 0.32164 -3.26679 0.227
H -1.01938 2.92393 -1.30989 0.460
H 0.12537 2.32727 -2.35117 0.455
H -0.48832 -0.32046 2.38544 0.430
H -1.64497 0.88750 -0.54233 0.228
H 1.96992 0.05205 0.78109 0.249
H 1.07542 -0.21727 -1.37895 0.249
H 0.44656 2.49790 -0.72101 0.438
H 1.11602 -3.26749 3.46322 0.452
H -0.16917 -1.11587 -0.65395 0.264
H -1.70736 -0.67152 -2.47308 0.266
H 1.81339 -2.04744 1.74438 0.234
H -0.26849 -2.29296 3.82490 0.436
H 0.73069 1.24414 1.01093 0.211
H -2.07447 1.02538 -2.86979 0.243
```

net charge: +2
strongest force on any atom: 1.01 eV/Å
SMILES: C[C@H]([NH3+])CC/[NH+]=C/N
ΔE to the lowest compared entry with this formula, charge and spin: 39.2 kJ/mol


Entry 7:
Here is C5H15N3O as an isolated structure at a distorted geometry from the Open Molecules 2025 dataset. Energies are from ωB97M-V/def2-TZVPD.

XYZ file:
```
24
Properties=species:S:1:pos:R:3:nbo_charge:R:1
O 0.39807 -0.58888 -1.88376 -0.789
N -0.72901 -2.45285 0.14950 -0.812
N -1.62262 -1.88578 2.21169 -0.816
N 0.22081 -0.70091 1.32094 -0.617
C 2.09512 1.01134 -1.23988 -0.640
C 0.65175 0.58387 -1.09771 -0.078
C -0.31026 1.68198 -1.48844 -0.645
C -0.27440 0.84251 1.86959 -0.404
C -0.67826 -1.62729 1.24173 0.626
H 2.29387 1.90924 -0.65301 0.201
H -0.19744 2.55595 -0.84433 0.199
H -0.40719 0.60925 2.92398 0.191
H 0.62847 -0.30812 0.13399 0.349
H -1.14040 1.19467 1.30871 0.209
H -0.13307 2.03139 -2.51720 0.177
H 2.76742 0.21879 -0.90515 0.204
H -0.06688 -2.22985 -0.58597 0.446
H 2.34649 1.24252 -2.28803 0.165
H -1.66645 -1.24317 2.98519 0.395
H -1.51655 -3.06101 -0.00646 0.394
H -1.34156 1.32785 -1.44415 0.202
H -2.52713 -2.20817 1.90530 0.382
H 0.55524 1.52311 1.70928 0.222
H 0.65399 -0.42643 -2.80580 0.439
```

strongest force on any atom: 3.85 eV/Å
ΔE to the lowest compared entry with this formula, charge and spin: 340.0 kJ/mol


Entry 8:
Here is a 3-piece molecular cluster, C5H15N3O overall at a distorted geometry from the Open Molecules 2025 dataset. Energies are from ωB97M-V/def2-TZVPD.

XYZ file:
```
24
Properties=species:S:1:pos:R:3:nbo_charge:R:1
O -1.83831 -0.89503 0.50883 -0.668
N -1.03358 0.79136 -0.77157 -0.828
N 1.47786 -1.03397 -0.22283 -0.251
N -3.33789 0.48793 -0.43494 -0.811
C 0.54821 -1.95148 0.03335 -0.455
C -2.03937 0.14102 -0.22880 0.776
C 1.73727 -0.78646 -1.62582 -0.458
C 0.87052 0.91970 2.01519 -0.629
C 1.28697 1.21956 0.59468 -0.660
H -3.58184 1.39252 -0.79825 0.398
H 0.82867 -0.58572 -2.21046 0.189
H 1.02991 2.24467 0.29278 0.167
H 2.20846 -1.67791 -2.05959 0.205
H 2.34895 1.08350 0.42565 0.191
H 0.06665 0.79628 -0.27913 0.396
H 1.16889 -0.09448 2.28976 0.200
H 1.31679 1.61034 2.74149 0.196
H -4.04066 -0.01099 0.08415 0.410
H -0.76132 -1.28763 0.34100 0.463
H 0.13338 -2.54655 -0.79083 0.183
H 2.42617 0.05120 -1.73094 0.209
H -1.24719 1.62785 -1.29512 0.380
H 0.64765 -2.46762 0.98797 0.214
H -0.21620 0.97193 2.13341 0.184
```

strongest force on any atom: 1.51 eV/Å
ΔE to the lowest compared entry with this formula, charge and spin: 471.1 kJ/mol